C45H54BN6S4SbZn | ωB97M-V/def2-TZVPD

As for the HOMO-LUMO gap: 7.622 eV. The LUMO energy comes out at -5.5927 eV. The net charge is +2. As for the electronic energy: -155445.7903 eV. For the strongest force on any atom, the calculation gives 0.608 eV/A.

Last column: natural (NBO) charge in e.
Element x y z (Å)
Zn1 0.487567 -3.018415 -1.167999  1.402
C1 -3.886486 -5.300638 0.726751  -0.655
C2 -3.374593 -3.929660 1.027556  0.075
C3 -3.914842 -3.172963 2.015410  -0.210
C4 -3.456306 -1.860099 2.336898  0.354
N1 -2.475162 -1.429577 1.599747  -0.256
N2 -1.887998 -2.180540 0.629358  -0.339
B1 -1.327535 -0.778296 0.756313  1.064
N3 -0.011794 -0.457760 1.475624  -0.397
N4 -0.111018 0.785136 1.989632  -0.208
C5 0.922196 1.292461 2.598167  0.238
C6 2.139005 0.566698 2.672128  -0.125
C7 2.233510 -0.696592 2.180230  -0.009
C8 3.508858 -1.484621 2.265745  -0.649
C9 1.063623 -1.258562 1.575778  0.119
S1 1.052976 -2.913841 1.115899  -0.338
C10 0.754987 2.703809 3.153480  -0.101
C11 1.923453 3.094322 4.061921  -0.613
C12 0.688126 3.671775 1.961157  -0.605
C13 -0.554753 2.772024 3.949426  -0.599
N5 -1.761100 0.256530 -0.271444  -0.413
N6 -2.486722 1.254104 0.302064  -0.213
C14 -2.934575 2.206170 -0.459327  0.231
C15 -2.683516 2.188071 -1.861908  -0.131
C16 -1.968515 1.194359 -2.436443  0.003
C17 -1.707718 1.160165 -3.911351  -0.647
C18 -1.458769 0.159988 -1.576200  0.111
S2 -0.513310 -1.079039 -2.244960  -0.327
C19 -3.772655 3.296286 0.212894  -0.099
C20 -5.131847 2.685747 0.581084  -0.590
C21 -3.995712 4.484781 -0.723920  -0.612
C22 -3.071181 3.789859 1.481743  -0.592
C23 -2.251126 -3.402040 0.257556  0.102
S3 -1.484473 -4.317214 -0.928077  -0.209
C24 -4.056498 -1.053798 3.466311  -0.091
C25 -5.534416 -0.799273 3.127096  -0.600
C26 -3.305307 0.259708 3.657697  -0.616
C27 -3.952493 -1.888877 4.754653  -0.601
H1 -4.714070 -5.559772 1.383267  0.239
H2 -3.086250 -6.033850 0.844107  0.262
H3 -4.214553 -5.365802 -0.312292  0.260
H4 -4.731707 -3.577677 2.597191  0.251
H5 3.010770 1.030195 3.112703  0.241
H6 4.288090 -0.889406 2.739243  0.232
H7 3.848268 -1.795957 1.275123  0.248
H8 3.362357 -2.400184 2.839268  0.258
H9 2.865822 3.181660 3.515867  0.211
H10 2.057400 2.388627 4.886244  0.220
H11 1.715783 4.071429 4.498024  0.238
H12 1.651248 3.726134 1.443149  0.212
H13 0.438074 4.676475 2.309442  0.235
H14 -0.075644 3.350766 1.249980  0.212
H15 -0.600567 1.989802 4.711520  0.214
H16 -1.419019 2.668759 3.291989  0.220
H17 -0.621684 3.736880 4.454562  0.228
H18 -3.069536 2.985186 -2.483342  0.237
H19 -2.119505 2.047253 -4.388224  0.233
H20 -2.161657 0.272635 -4.356325  0.251
H21 -0.636431 1.103634 -4.114932  0.243
H22 -5.649672 2.301118 -0.302048  0.216
H23 -5.766874 3.447363 1.039323  0.229
H24 -5.005213 1.871722 1.295076  0.204
H25 -4.610325 4.223819 -1.588460  0.215
H26 -3.052238 4.911155 -1.076776  0.213
H27 -4.525621 5.266947 -0.178688  0.236
H28 -2.836292 2.962911 2.152301  0.210
H29 -3.721717 4.490976 2.009373  0.228
H30 -2.143160 4.313041 1.235831  0.211
H31 -5.636233 -0.160164 2.250166  0.218
H32 -6.009470 -0.301080 3.973307  0.238
H33 -6.081094 -1.725700 2.938213  0.217
H34 -3.233124 0.832781 2.732070  0.235
H35 -2.290066 0.076136 4.020861  0.213
H36 -3.825511 0.864844 4.402026  0.235
H37 -4.536861 -2.809463 4.708404  0.217
H38 -4.339970 -1.295819 5.583684  0.239
H39 -2.914879 -2.147464 4.978272  0.220
S4 1.974843 -3.617870 -2.769689  -0.860
Sb1 3.352588 -1.747412 -3.039042  1.776
C28 2.637303 0.108754 -2.425992  -0.407
C29 2.488380 1.133819 -3.352518  -0.208
C30 1.984390 2.360436 -2.929699  -0.200
C31 1.635359 2.548661 -1.599416  -0.196
C32 1.794053 1.518111 -0.676018  -0.165
C33 2.296520 0.293370 -1.087242  -0.223
C34 3.668518 -1.722084 -5.094496  -0.321
C35 4.914024 -2.024868 -5.636184  -0.239
C36 5.038932 -2.119347 -7.016432  -0.194
C37 3.933454 -1.911542 -7.829254  -0.158
C38 2.693783 -1.608321 -7.276692  -0.198
C39 2.550593 -1.517689 -5.900391  -0.250
C40 5.016944 -2.116574 -1.831849  -0.328
C41 5.497132 -3.421578 -1.736085  -0.238
C42 6.558772 -3.686855 -0.883005  -0.182
C43 7.123234 -2.662175 -0.131779  -0.177
C44 6.640005 -1.364939 -0.233676  -0.207
C45 5.584000 -1.083194 -1.091111  -0.254
H40 2.757264 0.989826 -4.393126  0.238
H41 1.871246 3.167090 -3.643192  0.236
H42 1.252358 3.508151 -1.274000  0.227
H43 1.528634 1.674456 0.363542  0.199
H44 2.412073 -0.515626 -0.374093  0.214
H45 5.779506 -2.179425 -5.002036  0.229
H46 6.001066 -2.354199 -7.453610  0.237
H47 4.036535 -1.990872 -8.903708  0.234
H48 1.836604 -1.450545 -7.918314  0.232
H49 1.578784 -1.305259 -5.468765  0.224
H50 5.042804 -4.225804 -2.300328  0.237
H51 6.943585 -4.695672 -0.804099  0.235
H52 7.950459 -2.876274 0.532770  0.235
H53 7.091523 -0.568139 0.344026  0.230
H54 5.221983 -0.066510 -1.184690  0.226

Force components x, y, z for each atom (eV/Å):
-0.36 0.27 0.13
0.08 0.09 -0.03
0.01 -0.17 -0.18
-0.08 0.04 0.13
-0.03 -0.07 0.11
0.13 -0.11 -0.16
0.04 0.53 0.10
-0.03 -0.15 -0.06
-0.20 -0.19 -0.24
0.05 -0.13 -0.02
0.10 0.08 0.23
0.00 0.15 0.05
0.15 -0.19 0.15
-0.14 0.08 -0.01
-0.02 -0.11 0.22
0.22 0.16 -0.05
0.01 -0.04 0.01
-0.01 -0.01 0.01
0.07 0.03 -0.01
-0.06 -0.02 0.00
-0.15 0.01 0.46
-0.02 -0.13 -0.14
-0.06 0.13 -0.02
-0.08 0.17 0.08
0.10 -0.09 -0.21
0.02 -0.06 0.11
0.09 0.04 -0.05
-0.04 0.07 -0.13
0.00 -0.05 -0.06
-0.04 0.01 -0.02
-0.01 0.05 -0.01
0.00 0.00 -0.03
-0.07 -0.25 0.14
-0.05 -0.06 0.03
0.06 -0.05 -0.12
0.00 0.01 0.04
0.06 0.04 -0.01
0.00 -0.04 -0.01
0.02 0.01 -0.02
0.00 0.02 0.01
0.00 0.02 0.00
0.02 0.01 0.00
-0.03 0.00 0.06
-0.02 -0.01 -0.02
-0.03 0.02 -0.02
-0.04 0.01 0.02
-0.03 -0.03 0.01
-0.02 0.03 -0.03
0.02 -0.01 -0.01
-0.07 0.02 0.04
0.03 -0.05 0.00
-0.01 0.02 0.01
0.04 0.04 -0.01
0.21 -0.08 0.17
-0.01 -0.01 -0.03
0.00 -0.03 0.05
0.00 -0.02 0.00
0.01 0.00 0.01
-0.03 0.01 0.04
0.03 0.01 0.05
0.04 -0.04 -0.03
-0.01 -0.03 0.01
0.02 0.01 0.03
-0.04 -0.02 0.02
0.02 -0.02 -0.03
-0.14 0.09 -0.15
0.03 -0.04 -0.03
-0.05 -0.04 0.04
0.00 0.02 -0.03
0.01 0.00 -0.04
0.03 0.04 0.04
-0.04 -0.02 0.00
-0.04 0.03 -0.02
0.04 -0.03 -0.02
0.02 0.05 -0.01
0.01 -0.02 -0.01
-0.04 0.02 -0.01
0.04 0.20 -0.06
-0.08 -0.59 0.10
-0.10 0.08 0.04
-0.07 0.06 0.14
-0.02 -0.03 -0.03
0.02 -0.08 0.03
0.04 0.02 -0.03
0.05 0.17 -0.17
0.13 0.01 0.06
-0.07 0.10 -0.05
0.03 0.03 0.03
-0.02 0.00 0.01
0.00 0.02 0.00
0.14 -0.04 -0.14
0.05 -0.01 -0.11
0.06 0.12 0.16
0.00 -0.01 -0.02
0.00 -0.02 -0.01
-0.01 0.03 -0.04
0.09 -0.06 -0.04
0.01 0.00 0.03
0.01 -0.01 0.03
-0.01 0.00 0.00
0.09 0.03 -0.34
0.09 0.02 -0.11
-0.03 -0.02 0.00
-0.04 0.00 0.01
-0.01 0.01 0.02
0.02 -0.01 0.00
-0.02 -0.03 0.01
-0.03 -0.02 -0.01
0.00 0.04 0.01
-0.02 0.00 -0.01
0.00 -0.02 -0.01
-0.03 0.01 0.02